Record 1
The following is a DFT calculation (ωB97M-V/def2-TZVPD) of 3 unconnected molecules or ions with the total composition C22H24BClF7NO9S at a distorted geometry.

LUMO level (eV): -2.193
HOMO level (eV): -9.15
Orbital gap (Ha): 0.256
Molecular weight (g/mol): 657.75
SMILES: C=Cc1c(C)c(OB(O)O)c(S(=O)(=O)C(F)(F)C(F)(F)C(F)(F)F)c2c1C(=O)N(Cl)C2=O.C1CCOC1.C1CCOC1
2S+1: 1

```
66
Properties=species:S:1:pos:R:3:mulliken_charge:R:1
C 3.153 -2.796 -0.327 -0.784
C 2.395 -1.952 -1.196 -0.515
C 1.235 -0.977 -0.775 0.662
C 0.188 -1.229 0.336 0.952
C 0.280 -2.623 1.146 -1.588
C -0.947 -0.201 0.693 0.481
O -1.825 -0.529 1.756 -0.595
B -1.141 -0.037 2.961 0.912
O -1.458 1.259 3.518 -0.486
O -0.092 -0.776 3.636 -0.721
C -1.077 1.140 -0.119 0.344
S -2.380 2.403 0.189 1.357
O -2.678 3.302 -0.976 -0.611
O -1.891 3.264 1.334 -0.652
C -4.029 1.689 0.732 0.660
F -4.037 1.296 2.105 -0.219
F -4.946 2.787 0.676 -0.240
C -4.634 0.568 -0.240 0.506
F -4.036 -0.704 -0.119 -0.230
F -6.001 0.395 0.161 -0.289
C -4.649 0.938 -1.797 0.533
F -3.380 0.826 -2.422 -0.181
F -5.238 2.165 -2.109 -0.195
F -5.458 -0.057 -2.429 -0.264
C -0.013 1.368 -1.210 -0.149
C 1.111 0.363 -1.562 -0.380
C 1.982 0.959 -2.747 0.147
O 3.064 0.600 -3.243 -0.480
N 1.195 2.090 -3.246 0.207
Cl 0.646 2.016 -4.869 -0.035
C 0.263 2.565 -2.214 -0.126
O -0.105 3.747 -2.247 -0.503
H 3.798 -2.459 0.545 0.279
H 3.160 -3.922 -0.575 0.283
H 2.692 -1.951 -2.310 0.312
H 0.704 -3.467 0.486 0.478
H 1.017 -2.526 2.027 0.260
H -0.735 -2.961 1.541 0.284
H -1.839 1.164 4.418 0.305
H 0.717 -0.233 3.452 0.319
C -2.446 -3.725 7.185 -0.555
C -2.476 -3.561 5.682 -0.536
C -2.953 -2.130 5.531 0.345
O -2.480 -1.412 6.677 -0.398
C -1.991 -2.353 7.642 -0.423
H -1.790 -4.527 7.527 0.344
H -3.456 -3.927 7.557 0.269
H -1.464 -3.662 5.277 0.213
H -3.120 -4.281 5.173 0.386
H -4.047 -2.074 5.528 0.298
H -2.577 -1.657 4.621 -0.530
H -0.898 -2.281 7.655 0.267
H -2.368 -2.093 8.633 0.272
C 5.277 2.102 -5.093 -0.405
C 5.369 3.349 -5.946 -0.527
C 5.526 2.768 -7.338 -0.487
O 4.831 1.514 -7.345 -0.446
C 4.500 1.162 -5.994 0.023
H 4.794 2.263 -4.129 0.241
H 6.280 1.702 -4.911 0.255
H 4.433 3.913 -5.879 0.259
H 6.189 4.013 -5.666 0.329
H 6.578 2.570 -7.570 0.274
H 5.116 3.419 -8.113 0.276
H 3.421 1.295 -5.868 -0.043
H 4.745 0.112 -5.817 0.260
```

---

Record 2
The following is a DFT calculation (ωB97M-V/def2-TZVPD) of a single C4H6N2O molecule.

LUMO level (eV): 1.069
HOMO level (eV): -8.75
Orbital gap (Ha): 0.361
Molecular weight (g/mol): 98.10
SMILES: COc1cc[nH]n1
2S+1: 1
ΔE to the lowest compared entry with this formula, charge and spin (kJ/mol): 141.2

```
13
Properties=species:S:1:pos:R:3:mulliken_charge:R:1
C 0.626 0.465 -2.186 -0.632
O 0.065 1.136 -1.067 -0.382
C -0.157 0.349 0.004 0.618
C -0.287 0.813 1.335 -0.441
C -0.468 -0.338 2.065 -0.434
N -0.439 -1.364 1.186 0.188
N -0.255 -0.965 -0.088 -0.726
H 0.821 1.235 -2.935 0.232
H 1.563 -0.027 -1.900 0.304
H -0.056 -0.290 -2.589 0.269
H -0.234 1.833 1.688 0.361
H -0.584 -0.505 3.127 0.425
H -0.594 -2.342 1.361 0.219
```

---

Record 3
The following is a DFT calculation (ωB97M-V/def2-TZVPD) of 25 unconnected molecules or ions with the total composition C100H125N25 at a distorted geometry.

LUMO level (eV): 0.198
HOMO level (eV): -7.48
Orbital gap (Ha): 0.282
Molecular weight (g/mol): 1677.27
2S+1: 1

```
250
Properties=species:S:1:pos:R:3:mulliken_charge:R:1
N 24.403 19.231 31.375 1.082
C 25.413 20.118 31.680 -0.671
C 25.332 20.202 33.122 -1.511
C 24.477 19.313 33.605 -1.024
C 24.007 18.669 32.545 -0.266
H 24.040 18.997 30.462 0.226
H 26.008 20.574 30.903 0.565
H 25.882 20.939 33.689 0.455
H 24.227 19.003 34.609 0.877
H 23.233 17.916 32.568 0.448
N 20.788 23.056 30.461 0.720
C 21.469 24.257 30.465 -1.147
C 22.762 23.947 29.960 -0.608
C 22.781 22.554 29.646 0.602
C 21.514 22.063 29.966 -1.276
H 19.875 23.009 30.889 -0.298
H 21.056 25.132 30.944 0.477
H 23.531 24.691 29.810 0.342
H 23.668 22.009 29.357 0.221
H 21.077 21.081 30.074 0.951
N 25.286 14.416 30.548 1.339
C 24.739 13.426 29.765 -0.687
C 25.247 13.715 28.525 -1.469
C 26.155 14.832 28.614 -0.872
C 26.179 15.328 29.929 -0.308
H 25.047 14.493 31.526 -0.532
H 23.997 12.804 30.243 0.150
H 24.975 13.214 27.608 0.910
H 26.660 15.315 27.791 0.819
H 26.584 16.177 30.460 0.490
N 30.888 16.864 29.057 0.238
C 30.263 15.679 29.294 -0.771
C 31.122 14.903 30.058 -0.442
C 32.281 15.566 30.256 -0.916
C 32.094 16.809 29.642 -0.347
H 30.554 17.615 28.469 0.271
H 29.255 15.491 28.956 0.799
H 30.874 13.893 30.349 0.458
H 33.147 15.126 30.729 0.417
H 32.781 17.623 29.466 0.384
N 20.489 21.779 26.408 1.077
C 21.749 21.208 26.239 0.050
C 21.814 20.725 24.951 1.206
C 20.563 20.996 24.384 -1.460
C 19.695 21.546 25.318 -0.658
H 20.176 22.278 27.228 -0.042
H 22.513 21.171 27.003 -1.046
H 22.680 20.299 24.466 0.089
H 20.345 20.695 23.369 0.445
H 18.630 21.713 25.247 0.531
N 18.668 15.252 27.087 0.075
C 19.073 15.232 28.394 -0.212
C 18.153 14.545 29.140 0.013
C 17.104 14.185 28.250 -1.125
C 17.432 14.706 27.013 -0.758
H 19.158 15.685 26.317 0.588
H 20.019 15.708 28.605 0.348
H 18.023 14.295 30.182 0.293
H 16.189 13.684 28.527 0.458
H 16.946 14.817 26.055 0.497
N 23.947 17.763 24.543 0.143
C 24.823 18.666 23.997 -1.438
C 26.129 18.222 24.331 -0.242
C 26.020 16.930 24.850 -0.773
C 24.666 16.723 25.118 -0.270
H 22.937 17.769 24.566 0.243
H 24.453 19.550 23.499 0.767
H 27.064 18.681 24.047 0.535
H 26.826 16.246 25.069 0.494
H 24.123 15.924 25.602 0.608
N 21.851 12.060 31.004 0.302
C 22.211 12.156 32.298 -1.241
C 21.944 13.413 32.744 -0.758
C 21.514 14.126 31.676 1.271
C 21.397 13.295 30.613 -1.772
H 21.914 11.240 30.417 0.200
H 22.593 11.337 32.890 0.462
H 22.122 13.806 33.734 0.523
H 21.280 15.180 31.695 0.759
H 21.158 13.574 29.597 0.270
N 20.616 18.007 26.063 3.612
C 19.690 17.839 25.082 -0.557
C 19.889 16.626 24.438 -1.763
C 20.910 15.974 25.130 -1.187
C 21.370 16.892 26.130 -0.609
H 20.747 18.832 26.630 -0.943
H 19.047 18.643 24.754 0.527
H 19.293 16.344 23.583 0.469
H 21.322 15.015 24.853 0.679
H 22.159 16.837 26.866 -0.247
N 27.352 11.718 29.061 0.340
C 28.436 11.798 29.895 -0.308
C 29.121 10.601 29.929 -0.658
C 28.309 9.740 29.125 -0.741
C 27.207 10.458 28.599 -0.667
H 26.819 12.549 28.848 0.207
H 28.682 12.764 30.311 0.441
H 30.017 10.347 30.476 0.427
H 28.563 8.719 28.880 0.380
H 26.460 10.258 27.846 0.465
N 17.118 20.291 26.678 0.502
C 17.985 19.520 27.478 -2.288
C 18.478 20.264 28.534 2.694
C 17.763 21.437 28.471 0.011
C 16.942 21.458 27.337 -1.498
H 16.711 20.002 25.800 0.196
H 18.231 18.539 27.099 -0.184
H 19.245 19.995 29.245 -0.535
H 17.882 22.202 29.224 0.503
H 16.285 22.202 26.910 0.477
N 22.183 15.935 38.018 0.033
C 20.909 15.741 37.609 -0.895
C 20.926 15.881 36.159 -0.474
C 22.257 16.008 35.796 0.168
C 23.040 16.109 36.981 -1.204
H 22.477 15.781 38.971 0.231
H 20.149 15.469 38.326 0.427
H 20.025 15.769 35.574 0.511
H 22.671 16.091 34.802 0.762
H 24.105 16.079 37.160 0.458
N 22.786 23.026 33.737 0.412
C 22.615 22.202 34.818 -0.766
C 22.352 23.009 35.913 -0.467
C 22.405 24.343 35.469 -0.687
C 22.637 24.298 34.094 -0.333
H 22.960 22.711 32.793 0.041
H 22.668 21.124 34.831 0.432
H 22.149 22.738 36.939 0.435
H 22.293 25.251 36.044 0.432
H 22.671 25.152 33.433 0.422
N 15.614 19.084 29.417 -0.099
C 14.596 19.651 30.078 -0.449
C 13.913 18.705 30.822 -1.221
C 14.557 17.475 30.510 -0.162
C 15.655 17.742 29.680 -0.928
H 16.320 19.614 28.927 1.028
H 14.453 20.719 30.009 0.376
H 12.949 18.666 31.307 0.463
H 14.312 16.513 30.935 0.598
H 16.456 17.188 29.213 0.325
N 18.094 15.713 33.380 0.073
C 18.798 14.557 33.541 -0.103
C 17.986 13.453 33.472 -1.055
C 16.696 13.878 33.164 -0.859
C 16.779 15.259 33.123 -0.535
H 18.371 16.677 33.268 1.005
H 19.839 14.723 33.774 0.348
H 18.329 12.440 33.626 0.463
H 15.770 13.352 32.984 0.413
H 16.036 16.010 32.900 0.432
N 28.452 22.173 22.664 0.018
C 29.058 22.217 23.890 -1.312
C 28.055 21.817 24.815 -0.050
C 26.885 21.618 24.158 0.064
C 27.166 21.756 22.821 -0.938
H 28.879 22.505 21.811 0.198
H 30.051 22.610 24.048 0.418
H 28.280 21.641 25.857 0.632
H 25.923 21.275 24.509 0.565
H 26.495 21.674 21.979 0.438
N 21.689 24.362 25.334 0.135
C 21.693 24.690 26.644 -0.191
C 22.560 25.716 26.775 -0.531
C 22.913 26.217 25.512 -0.588
C 22.412 25.324 24.619 -0.804
H 21.103 23.657 24.909 0.187
H 21.101 24.120 27.345 0.201
H 22.819 26.312 27.637 0.543
H 23.322 27.191 25.288 0.450
H 22.372 25.324 23.539 0.455
N 27.617 14.414 33.837 0.021
C 26.848 13.251 33.948 -1.049
C 25.549 13.660 33.790 0.159
C 25.452 15.036 33.638 -0.368
C 26.715 15.447 33.708 -0.988
H 28.627 14.395 33.827 0.226
H 27.276 12.259 33.982 0.409
H 24.703 12.988 33.777 0.417
H 24.580 15.657 33.493 0.651
H 27.082 16.450 33.548 0.641
N 21.200 11.272 26.223 0.087
C 22.450 10.916 25.763 -0.859
C 23.294 12.031 25.874 -1.162
C 22.516 13.063 26.466 0.653
C 21.274 12.550 26.714 -1.266
H 20.393 10.666 26.264 0.232
H 22.627 9.924 25.375 0.435
H 24.334 12.087 25.586 0.509
H 22.795 14.096 26.607 0.853
H 20.387 13.084 27.022 0.476
N 18.548 24.392 33.262 0.102
C 17.371 24.246 32.582 -0.876
C 17.222 22.940 32.074 -0.796
C 18.425 22.310 32.471 -0.535
C 19.208 23.245 33.074 -1.266
H 18.975 25.270 33.520 0.307
H 16.745 25.125 32.550 0.446
H 16.419 22.536 31.475 0.527
H 18.702 21.284 32.279 1.317
H 20.221 23.087 33.413 0.841
N 25.084 23.529 27.046 0.493
C 25.471 22.226 27.224 -0.749
C 26.515 22.166 28.204 0.859
C 26.634 23.457 28.679 -1.755
C 25.755 24.261 27.976 -0.689
H 24.313 23.880 26.496 0.074
H 24.911 21.449 26.725 0.375
H 27.061 21.255 28.401 0.354
H 27.406 23.735 29.382 0.500
H 25.496 25.306 28.055 0.522
N 17.449 18.605 31.921 1.145
C 17.753 19.213 33.120 -1.185
C 19.072 18.811 33.519 -0.135
C 19.603 18.125 32.429 -1.269
C 18.664 18.081 31.454 -0.100
H 16.540 18.571 31.482 0.280
H 16.940 19.679 33.657 0.618
H 19.568 19.142 34.419 0.653
H 20.601 17.714 32.390 0.171
H 18.748 17.614 30.483 -0.044
N 29.108 13.324 24.544 0.065
C 28.006 13.574 25.385 -1.209
C 26.869 13.424 24.587 0.607
C 27.259 13.106 23.289 -1.529
C 28.641 13.166 23.276 -0.353
H 30.075 13.233 24.822 0.226
H 28.133 13.822 26.428 0.623
H 25.860 13.504 24.962 0.751
H 26.651 12.897 22.420 0.408
H 29.364 12.963 22.500 0.431
N 23.988 17.073 28.591 2.940
C 23.931 18.399 28.242 -1.124
C 22.841 19.010 28.844 -0.589
C 22.136 17.971 29.415 0.958
C 22.913 16.893 29.392 -0.459
H 24.774 16.470 28.396 -0.884
H 24.749 18.747 27.629 0.573
H 22.511 20.038 28.796 -0.930
H 21.145 18.097 29.824 -0.902
H 22.759 15.940 29.876 0.087
N 29.177 19.324 29.627 0.414
C 30.043 19.796 28.699 -1.621
C 29.516 19.634 27.444 -0.422
C 28.306 19.004 27.597 1.048
C 28.063 18.856 28.949 -1.835
H 29.413 19.341 30.609 0.178
H 30.957 20.268 29.030 0.530
H 29.951 19.961 26.511 0.447
H 27.624 18.694 26.820 0.452
H 27.225 18.463 29.505 0.626
```

---

Record 4
The following is a DFT calculation (ωB97M-V/def2-TZVPD) of a molecular structure, C38H47N3O8P3S2W at a distorted geometry.

LUMO level (spin up / spin down) (eV): -4.877 / -4.925
HOMO level (spin up / spin down) (eV): -10.32 / -10.32
Orbital gap (spin up / spin down) (Ha): 0.200 / 0.198
Molecular weight (g/mol): 1014.70
2S+1: 1
Net charge: +1

```
102
Properties=species:S:1:pos:R:3:mulliken_charge:R:1
W 0.439 -0.715 0.796 1.349
C 2.943 -2.171 -0.949 -1.812
C 1.493 -1.679 -0.777 1.606
N 0.620 -2.509 0.086 0.767
N 1.233 -3.525 0.813 -1.421
C 2.077 -3.165 1.704 0.638
S 2.414 -1.459 2.081 -0.226
S 2.959 -4.395 2.581 -0.148
C 4.730 -3.972 2.212 -1.007
C 5.236 -2.681 2.757 0.269
C 5.640 -1.662 1.902 0.074
C 6.115 -0.464 2.406 -0.749
C 6.209 -0.281 3.776 -0.480
C 5.834 -1.301 4.636 -0.713
C 5.347 -2.491 4.130 -0.165
C 0.888 -1.475 -2.153 -1.465
C 1.117 -2.240 -3.294 0.547
C 0.605 -1.837 -4.517 -1.248
C -0.096 -0.649 -4.624 -0.890
C -0.312 0.149 -3.511 -0.681
C 0.159 -0.290 -2.286 1.075
O 0.063 0.411 -1.047 0.431
H 3.572 -1.870 -0.112 -0.035
H 3.357 -1.741 -1.861 0.719
H 2.975 -3.261 -1.024 0.449
H 4.853 -4.022 1.133 0.397
H 5.240 -4.819 2.670 0.521
H 5.602 -1.812 0.832 0.356
H 6.422 0.321 1.730 0.449
H 6.591 0.649 4.172 0.427
H 5.931 -1.171 5.704 0.422
H 5.058 -3.289 4.796 0.424
H 1.683 -3.154 -3.219 0.536
H 0.775 -2.436 -5.398 0.474
H -0.489 -0.337 -5.579 0.509
H -0.821 1.092 -3.623 0.574
C -3.990 -3.309 -0.607 -1.831
C -2.548 -2.801 -0.501 0.471
C -1.832 -3.082 -1.822 -0.869
P -2.163 -1.035 0.081 0.462
C -3.620 -0.782 1.248 0.809
C -3.797 0.641 1.762 -1.427
C -3.579 -1.758 2.422 -1.615
C -2.692 0.162 -1.235 -0.744
C -3.862 -0.100 -1.945 0.050
C -4.377 0.767 -2.894 0.548
C -5.528 0.368 -3.759 -1.919
C -3.755 2.002 -3.063 -1.043
C -2.593 2.296 -2.384 -0.145
C -2.019 1.369 -1.511 -0.770
N -0.720 1.594 -1.066 1.183
C -0.069 2.831 -0.861 -0.403
C -0.761 3.852 -0.183 1.434
C -2.139 3.680 0.375 -1.417
C -0.143 5.081 -0.003 -0.965
C 1.149 5.329 -0.435 0.270
C 1.811 6.651 -0.200 -1.628
C 1.825 4.293 -1.059 -1.397
C 1.254 3.048 -1.286 0.614
C 2.120 2.017 -1.958 -0.774
H -3.964 -4.398 -0.603 0.485
H -4.449 -3.011 -1.545 0.443
H -4.634 -3.004 0.211 0.367
H -2.032 -3.386 0.278 0.699
H -2.079 -2.331 -2.573 0.058
H -2.141 -4.053 -2.201 0.622
H -0.757 -3.109 -1.667 -0.008
H -4.484 -0.997 0.605 0.805
H -2.973 0.930 2.409 0.090
H -4.707 0.684 2.359 0.652
H -3.897 1.346 0.939 0.227
H -2.838 -1.439 3.149 0.209
H -3.338 -2.773 2.116 0.299
H -4.548 -1.766 2.918 0.510
H -4.374 -1.033 -1.781 0.110
H -6.029 -0.508 -3.362 0.398
H -5.157 0.124 -4.754 0.332
H -6.246 1.177 -3.862 0.409
H -4.157 2.719 -3.761 0.451
H -2.064 3.218 -2.576 0.566
H -2.260 2.691 0.803 -0.130
H -2.907 3.830 -0.385 0.329
H -2.298 4.413 1.162 0.546
H -0.682 5.860 0.515 0.506
H 1.086 7.460 -0.254 0.410
H 2.595 6.827 -0.933 0.402
H 2.268 6.675 0.790 0.268
H 2.839 4.465 -1.386 0.451
H 3.068 2.469 -2.238 0.577
H 1.662 1.624 -2.864 0.114
H 2.345 1.186 -1.280 -0.105
O 0.629 -1.496 4.639 -0.484
P -0.274 -0.657 3.667 0.778
O -1.464 -0.042 4.227 -0.748
O -0.385 -1.490 2.393 -0.580
O 0.826 0.607 3.317 -0.301
P 0.516 1.456 2.018 0.792
O 0.500 2.963 2.384 -0.596
O -0.779 0.912 1.482 0.015
O 1.541 1.027 0.983 -0.587
H 0.481 -1.325 5.569 0.367
H 1.124 3.294 3.031 0.382
```